Density functional theory data (ωB97M-V/def2-TZVPD) for a cluster of 4 separate species, C5H18NO3 in total in a non-equilibrium geometry.

* total energy: -481.00678 a.u.
* highest occupied orbital energy (spin up / spin down): -18.252 / -18.249 eV
* E_LUMO (spin up / spin down): -9.1517 / -13.5226 eV
* spin multiplicity: 2
* net charge: +2
* relative energy (zero: lowest compared OMol25 entry of this formula, charge and spin): 2.993 eV
* frontier orbital gap (spin up / spin down): 9.101 / 4.727 eV

Cartesian coordinates (Å):
C 2.321002 0.200505 -1.273723
C 2.198258 1.301782 -0.200200
C 1.133006 0.868489 0.838106
C -0.270631 1.219617 0.461567
C -0.581610 2.355846 -0.205744
N -1.357295 0.255670 0.707324
H 2.639781 -0.695916 -0.784278
H 1.347362 -0.052831 -1.650742
H 2.928047 0.526798 -2.071588
H 3.116956 1.421328 0.343018
H 2.062693 2.262398 -0.708014
H 1.424165 1.454493 1.773458
H 1.178427 -0.235875 0.930599
H -1.564569 2.786079 -0.391670
H 0.222532 3.047580 -0.507454
H -1.734058 0.345083 1.660702
H -2.086507 0.421008 0.004301
H -0.999447 -0.716401 0.630103
H -3.300960 -1.202492 -2.669768
H -2.597378 0.258574 -2.790265
O -3.115248 -0.351499 -2.261943
H 0.829567 -3.254714 -0.070123
H -0.769071 -3.340906 0.114724
O 0.001435 -2.773460 -0.012302
H -1.079211 -2.083244 1.932083
H -0.829353 -2.353604 3.407376
O -1.117892 -1.664305 2.794440

Forces on atoms 1 to 3 (eV/Å):
C -1.27 0.04 1.59
C 0.52 0.34 -0.99
C -1.61 -0.09 -0.58